Entry 1:
Here is the molecule C18H20N2O3 at a distorted geometry from the OMol25 dataset. Energies are from ωB97M-V/def2-TZVPD.

Summary:
E_HOMO, eV: -8.90
DFT total energy, eV: -28112.4346
SMILES: N[C@@H](Cc1ccccc1)C(=O)N[C@@H](Cc1ccccc1)C(=O)O
ΔE to the lowest compared entry with this formula, charge and spin, eV: 2.657
Lowest unoccupied orbital energy, eV: 0.503

Structure (XYZ):
```
43
Properties=species:S:1:pos:R:3:lowdin_charge:R:1
N 0.78 -1.27 2.34 0.075
C 1.15 0.14 2.36 -0.291
C 2.62 0.43 1.80 -0.090
C 2.93 -0.09 0.45 -0.248
C 3.53 -1.42 0.35 -0.037
C 3.95 -2.02 -0.83 -0.070
C 3.85 -1.23 -2.02 -0.110
C 3.35 0.06 -2.03 -0.066
C 2.87 0.60 -0.75 -0.049
C 0.15 1.00 1.61 -0.420
O -0.50 1.87 2.19 0.073
N -0.07 0.66 0.30 0.131
C -0.89 1.49 -0.45 -0.300
C -2.34 1.46 -0.06 -0.077
C -2.88 0.10 -0.32 -0.211
C -2.29 -0.81 -1.15 -0.026
C -3.07 -2.01 -1.43 -0.079
C -4.12 -2.41 -0.64 -0.099
C -4.58 -1.53 0.42 -0.062
C -3.98 -0.28 0.49 -0.046
C -0.40 2.82 -0.74 -0.426
O 0.77 3.19 -0.59 0.090
O -1.31 3.58 -1.45 0.075
H 0.00 -1.50 2.88 0.058
H 0.52 -1.50 1.38 0.070
H 1.05 0.51 3.47 0.176
H 2.69 1.53 1.82 0.128
H 3.21 -0.07 2.64 0.142
H 3.68 -1.93 1.24 0.076
H 4.29 -3.09 -0.94 0.118
H 4.05 -1.70 -2.94 0.076
H 3.40 0.75 -2.89 0.107
H 2.36 1.62 -0.83 0.111
H 0.53 -0.03 -0.11 0.121
H -0.85 0.98 -1.44 0.157
H -2.82 2.20 -0.64 0.119
H -2.42 1.61 0.99 0.110
H -1.32 -0.61 -1.65 0.108
H -2.60 -2.58 -2.24 0.098
H -4.62 -3.34 -0.86 0.092
H -5.50 -1.82 1.03 0.124
H -4.47 0.41 1.13 0.100
H -0.71 4.28 -1.89 0.172
```

***

Entry 2:
Here is a cluster of 2 separate species, ClH3SSi in total at a distorted geometry from the OMol25 dataset. Energies are from ωB97M-V/def2-TZVPD.

Summary:
E_HOMO, eV: -9.43
DFT total energy, eV: -31283.2578
SMILES: [SiH2]=S.Cl
ΔE to the lowest compared entry with this formula, charge and spin, eV: 1.919
Lowest unoccupied orbital energy, eV: -1.053

Structure (XYZ):
```
6
Properties=species:S:1:pos:R:3:lowdin_charge:R:1
Si -1.45 -0.16 0.02 0.209
S -0.43 1.49 -0.15 0.099
H -0.57 -1.30 0.16 -0.122
H -2.89 0.06 -0.14 -0.116
Cl 3.32 -0.09 0.04 0.244
H 2.02 -0.01 0.08 -0.315
```

***

Entry 3:
Here is a cluster of 4 separate species, C23H56N3O12PS in total from the OMol25 dataset. Energies are from ωB97M-V/def2-TZVPD.

Summary:
E_HOMO, eV: -8.38
DFT total energy, eV: -73918.1331
SMILES: C[C@@H](O)C[C@@H]1OS(=O)(=O)O[C@H]1[PH2]=O.COCCNCCOC.COCCNCCOC.COCCNCCOC
ΔE to the lowest compared entry with this formula, charge and spin, eV: 0.107
Lowest unoccupied orbital energy, eV: 0.332

Structure (XYZ):
```
96
Properties=species:S:1:pos:R:3:lowdin_charge:R:1
C 7.17 2.59 -3.97 -0.025
C 6.22 2.84 -5.14 -0.400
O 6.88 2.40 -6.33 -0.039
C 4.85 2.14 -4.99 -0.060
C 3.67 3.10 -4.92 -0.293
O 3.02 3.08 -3.63 -0.146
S 1.54 2.51 -3.65 0.583
O 1.52 1.26 -2.99 -0.216
O 0.61 3.51 -3.25 -0.218
O 1.41 2.34 -5.23 -0.207
C 2.54 2.88 -5.94 -0.354
P 2.04 4.49 -6.70 0.765
O 3.19 5.39 -6.92 -0.418
H 6.65 2.15 -3.12 0.074
H 7.97 1.91 -4.27 0.084
H 7.62 3.51 -3.62 0.078
H 6.08 3.92 -5.22 0.137
H 6.53 2.91 -7.06 0.088
H 4.74 1.47 -5.84 0.126
H 4.84 1.51 -4.11 0.128
H 4.04 4.12 -5.04 0.127
H 2.81 2.18 -6.73 0.134
H 1.38 4.12 -7.89 0.024
H 1.03 4.97 -5.85 0.036
C -3.29 -1.96 -3.34 -0.118
O -1.89 -1.92 -3.16 -0.190
C -1.38 -0.65 -2.77 -0.210
C -0.85 -0.69 -1.36 -0.207
N -1.94 -0.84 -0.40 -0.042
C -1.51 -1.09 0.97 -0.187
C -0.76 -2.38 1.26 -0.219
O -1.53 -3.56 1.11 -0.171
C -1.58 -4.09 -0.20 -0.101
H -3.53 -2.94 -3.75 0.088
H -3.83 -1.83 -2.40 0.073
H -3.62 -1.19 -4.05 0.087
H -2.14 0.13 -2.89 0.124
H -0.55 -0.41 -3.44 0.108
H -0.32 0.25 -1.15 0.117
H -0.12 -1.51 -1.30 0.111
H -2.54 -1.61 -0.70 0.073
H -2.41 -1.09 1.60 0.118
H -0.89 -0.25 1.30 0.122
H -0.46 -2.35 2.31 0.106
H 0.17 -2.46 0.68 0.101
H -0.66 -3.90 -0.75 0.089
H -2.43 -3.70 -0.77 0.073
H -1.71 -5.17 -0.11 0.087
C -6.35 -0.46 0.21 -0.118
O -5.26 0.13 0.89 -0.202
C -4.77 1.32 0.29 -0.219
C -5.04 2.53 1.16 -0.215
N -6.46 2.83 1.22 -0.051
C -6.82 3.85 2.20 -0.204
C -6.58 3.56 3.68 -0.231
O -7.38 2.52 4.20 -0.180
C -6.87 1.21 4.05 -0.101
H -6.54 -1.42 0.69 0.088
H -7.25 0.15 0.26 0.081
H -6.10 -0.64 -0.84 0.081
H -5.20 1.46 -0.71 0.122
H -3.69 1.20 0.17 0.105
H -4.51 3.39 0.75 0.124
H -4.61 2.32 2.15 0.107
H -6.97 1.98 1.44 0.072
H -7.89 4.06 2.08 0.118
H -6.29 4.78 1.94 0.117
H -6.84 4.46 4.24 0.120
H -5.52 3.35 3.88 0.110
H -5.78 1.20 4.07 0.088
H -7.21 0.74 3.12 0.073
H -7.25 0.61 4.88 0.087
C 6.39 -3.84 3.49 -0.118
O 5.17 -4.54 3.68 -0.195
C 4.77 -4.66 5.04 -0.219
C 3.52 -3.86 5.31 -0.218
N 3.77 -2.43 5.24 -0.050
C 2.58 -1.60 5.30 -0.200
C 1.56 -1.72 4.17 -0.238
O 2.02 -1.26 2.92 -0.187
C 2.73 -2.21 2.15 -0.106
H 6.64 -3.92 2.43 0.087
H 6.30 -2.78 3.74 0.081
H 7.20 -4.28 4.08 0.087
H 5.58 -4.35 5.71 0.122
H 4.57 -5.72 5.23 0.122
H 3.16 -4.10 6.32 0.124
H 2.75 -4.20 4.60 0.108
H 4.27 -2.23 4.38 0.072
H 2.91 -0.55 5.33 0.119
H 2.07 -1.79 6.25 0.118
H 0.71 -1.07 4.43 0.122
H 1.16 -2.74 4.08 0.108
H 2.37 -3.23 2.33 0.092
H 3.80 -2.17 2.34 0.074
H 2.57 -1.97 1.09 0.084
```

***

Entry 4:
Here is the molecule C2H6NO2P at a distorted geometry from the OMol25 dataset. Energies are from ωB97M-V/def2-TZVPD.

Summary:
E_HOMO, eV: -8.72
DFT total energy, eV: -17043.1380
SMILES: [H]/N=C(/CO)PO
ΔE to the lowest compared entry with this formula, charge and spin, eV: 2.629
Lowest unoccupied orbital energy, eV: 0.503

Structure (XYZ):
```
12
Properties=species:S:1:pos:R:3:lowdin_charge:R:1
H 1.52 -1.93 0.18 0.086
N 0.47 -1.78 -0.05 0.069
C 0.13 -0.62 0.00 -0.596
C -1.55 -0.21 0.00 -0.168
O -1.56 1.25 0.04 -0.190
P 1.10 0.91 -0.13 0.873
O 2.59 0.25 0.11 -0.418
H -1.96 -0.55 -0.89 0.072
H -1.83 -0.65 1.00 0.127
H -1.19 1.38 -0.87 0.057
H 0.74 0.93 1.29 0.009
H 3.36 0.75 -0.30 0.080
```